1:
Density functional theory data (ωB97M-V with the def2-TZVPD basis set) for one molecule with the formula C17H20N2O4.

For the LUMO energy, the calculation gives 0.778 eV. The value obtained for the orbital gap is 8.700 eV. The molecular weight is 316.4 g mol⁻¹.

Geometry as ORCA input:
```
! RIJCOSX wB97M-V def2-TZVPD def2/J DEFGRID3
* xyz 0 1
C 4.5681 1.8180 -2.6147
O 4.3118 1.6095 -1.2495
C 3.0308 1.3017 -0.8570
C 1.9694 1.2111 -1.7448
C 0.6745 0.9184 -1.3354
C 0.4207 0.7087 0.0122
C 1.4808 0.7780 0.9039
C 2.7802 1.0691 0.5087
O 3.6756 1.1018 1.5373
C 5.0590 1.2344 1.3042
C -0.9595 0.4024 0.5487
C -1.4649 1.5357 1.4534
N -1.9023 0.1642 -0.5246
C -2.8713 -0.7722 -0.5477
O -3.6217 -0.9130 -1.5037
C -3.0426 -1.6730 0.6213
C -3.7251 -2.9166 0.5460
C -3.7214 -3.3769 1.8305
C -4.2569 -4.6088 2.4566
O -3.0948 -2.4784 2.6113
N -2.6818 -1.4340 1.8597
C -1.7740 1.0487 -1.6641
C -0.4320 0.8084 -2.3449
H 5.6344 2.0315 -2.6791
H 4.0059 2.6719 -3.0068
H 4.3424 0.9274 -3.2104
H 2.1367 1.3746 -2.7978
H 1.3220 0.5963 1.9551
H 5.4379 0.4412 0.6559
H 5.5204 1.1490 2.2883
H 5.3071 2.2046 0.8692
H -0.9024 -0.5014 1.1614
H -2.4329 1.2608 1.8626
H -1.5592 2.4641 0.8956
H -0.7709 1.6954 2.2719
H -4.1393 -3.3627 -0.3319
H -4.9892 -4.3521 3.2205
H -3.4533 -5.1653 2.9365
H -4.7267 -5.2306 1.7010
H -2.6043 0.8412 -2.3410
H -1.8368 2.0862 -1.3220
H -0.2878 1.5258 -3.1546
H -0.4265 -0.1950 -2.7820
*
```

***

2:
Density functional theory data (ωB97M-V with the def2-TZVPD basis set) for one molecule with the formula C17H20N2O4.

For the LUMO energy, the calculation gives 0.678 eV. The value obtained for the orbital gap is 9.518 eV. The molecular weight is 316.4 g mol⁻¹.

Geometry as ORCA input:
```
! RIJCOSX wB97M-V def2-TZVPD def2/J DEFGRID3
* xyz 0 1
C -5.4661 -0.1959 -1.0427
C -4.0724 -0.1752 -0.4806
C -3.5220 -1.2423 0.0929
C -4.2377 -2.5604 0.1919
C -2.1416 -1.2253 0.6964
C -1.6199 0.1965 0.8931
C -0.1568 0.2416 1.3007
O 0.2423 0.7546 2.3301
N 0.6902 -0.3614 0.4405
N 2.0644 -0.2436 0.6282
C 2.8695 -0.4883 -0.4400
O 2.4006 -0.9298 -1.4762
C 4.3122 -0.2250 -0.2250
C 5.1000 0.0065 -1.3497
C 6.4522 0.2579 -1.2158
C 7.0318 0.2681 0.0423
C 6.2566 0.0204 1.1640
C 4.9013 -0.2239 1.0368
C -1.8505 0.9951 -0.4053
C -1.1215 2.3134 -0.2655
O -0.0038 2.5094 -0.6662
O -1.8178 3.2339 0.4027
C -3.3535 1.1401 -0.6222
H -5.4825 -0.6986 -2.0103
H -5.8338 0.8174 -1.1823
H -6.1481 -0.7238 -0.3804
H -4.9924 -2.5299 0.9783
H -3.5363 -3.3566 0.4279
H -4.7382 -2.8053 -0.7421
H -2.1695 -1.7340 1.6635
H -1.4641 -1.7952 0.0525
H -2.1832 0.6822 1.6962
H 0.4753 -0.6203 -0.5179
H 2.3021 0.3424 1.4192
H 4.6289 -0.0138 -2.3207
H 7.0558 0.4428 -2.0918
H 8.0887 0.4624 0.1501
H 6.7118 0.0158 2.1434
H 4.3140 -0.4391 1.9170
H -1.4026 0.4565 -1.2459
H -1.2830 4.0329 0.5326
H -3.5414 1.5444 -1.6203
H -3.7593 1.8537 0.1007
*
```

***

Most favorable structure: 2. The second most favorable one is 54.0 kcal/mol above it.

***

1:
Density functional theory data (ωB97M-V with the def2-TZVPD basis set) for a 4-piece molecular cluster, C3H14O4 overall.

For the LUMO energy, the calculation gives 0.374 eV. The value obtained for the orbital gap is 10.806 eV. The molecular weight is 114.1 g mol⁻¹.

Geometry as ORCA input:
```
! RIJCOSX wB97M-V def2-TZVPD def2/J DEFGRID3
* xyz 0 1
C -1.4703 -0.5425 0.5616
C -1.2209 0.7218 1.1429
C 0.2369 0.9195 1.5039
O -1.6973 1.6046 0.0860
H -2.5241 -0.7844 0.5873
H -1.0064 -0.8324 -0.3598
H -1.0395 -1.3831 1.1188
H -1.9144 0.7963 1.9178
H 0.5879 0.5459 2.4661
H 0.9616 0.6033 0.7896
H 0.2920 1.9650 1.6607
H -1.0794 2.3153 0.0377
O 1.4037 -3.9731 2.2250
H 0.9436 -3.4131 1.5794
H 2.3652 -4.0326 1.8833
O 1.3060 3.2766 -2.4872
H 1.9553 3.4860 -1.7600
H 1.3347 2.3198 -2.6545
O 0.5455 -1.2056 -3.3866
H 0.0976 -0.7686 -4.0616
H -0.0775 -1.6184 -2.8505
*
```

***

2:
Density functional theory data (ωB97M-V with the def2-TZVPD basis set) for a 4-piece molecular cluster, C3H14O4 overall.

For the LUMO energy, the calculation gives 0.252 eV. The value obtained for the orbital gap is 10.433 eV. The molecular weight is 114.1 g mol⁻¹.

Geometry as ORCA input:
```
! RIJCOSX wB97M-V def2-TZVPD def2/J DEFGRID3
* xyz 0 1
C -1.2654 -2.6737 1.6481
C -0.3727 -1.5733 2.1442
C -0.5263 -0.3013 1.3494
O -0.7050 -1.3409 3.5181
H -1.1047 -3.5653 2.2517
H -1.0416 -2.9014 0.6045
H -2.3091 -2.3705 1.7242
H 0.6604 -1.9426 2.0919
H -0.0964 -0.3931 0.3469
H -0.0860 0.5445 1.8734
H -1.5826 -0.0815 1.1667
H 0.0664 -0.9940 3.9716
O 2.1871 1.4041 -1.8299
H 2.6845 1.6127 -2.6253
H 2.7295 0.7769 -1.3440
O 0.5438 3.0019 -3.8821
H 0.9108 2.9712 -4.7695
H 0.4998 2.0820 -3.5968
O -0.7416 1.7613 -1.4306
H -0.5945 2.5648 -1.9410
H 0.1436 1.4183 -1.2714
*
```

***

3:
Density functional theory data (ωB97M-V with the def2-TZVPD basis set) for a 4-piece molecular cluster, C3H14O4 overall.

For the LUMO energy, the calculation gives 0.493 eV. The value obtained for the orbital gap is 10.505 eV. The molecular weight is 114.1 g mol⁻¹.

Geometry as ORCA input:
```
! RIJCOSX wB97M-V def2-TZVPD def2/J DEFGRID3
* xyz 0 1
C -0.6084 0.0014 1.2237
C 0.0564 1.3508 1.2139
C -0.3683 2.2250 0.0395
O 1.4972 1.2219 1.1294
H -0.3041 -0.6461 2.0483
H -0.4009 -0.4839 0.2641
H -1.6934 0.1136 1.2822
H -0.1706 1.8401 2.1673
H -1.2213 2.8506 0.2999
H -0.5109 1.7256 -0.9129
H 0.4866 2.9067 -0.0296
H 1.6648 0.3097 1.3961
O -2.3614 -2.0954 -1.2050
H -2.0858 -2.9239 -0.8058
H -3.2973 -2.0615 -1.1510
O 2.9405 -1.5806 0.4200
H 2.9398 -2.2621 -0.2792
H 3.0318 -0.7197 -0.0058
O 0.4694 -0.8052 -2.2641
H -0.4550 -1.0763 -2.3306
H 0.3909 0.1094 -2.5003
*
```

***

Most favorable structure: 2. The second most favorable one is 2.2 kcal/mol above it.

***

1:
Density functional theory data (ωB97M-V with the def2-TZVPD basis set) for an isolated ion of composition C3H9N2 and charge +1.

For the LUMO energy, the calculation gives -3.749 eV. The value obtained for the orbital gap is 9.110 eV. The molecular weight is 73.1 g mol⁻¹.

Geometry as ORCA input:
```
! RIJCOSX wB97M-V def2-TZVPD def2/J DEFGRID3
* xyz 1 1
C -1.5296 0.9157 0.9062
C -0.5498 0.0310 -0.1439
N -0.9011 -0.8956 -1.0948
C 0.8017 0.1515 0.3902
N 1.9391 -0.3822 -0.2987
H -1.1510 1.3548 1.7915
H -2.4972 0.4644 1.1102
H -1.8346 1.7185 0.2336
H -1.9407 -1.0290 -1.0051
H -0.3165 -1.4836 -1.5827
H 1.2418 0.8535 1.1199
H 1.9404 -1.4513 -0.2596
H 2.8866 -0.1829 0.0839
H 1.9108 -0.0651 -1.2508
*
```

***

2:
Density functional theory data (ωB97M-V with the def2-TZVPD basis set) for a 2-piece molecular cluster, C3H9N2 overall.

For the LUMO energy, the calculation gives -4.158 eV. The value obtained for the orbital gap is 9.844 eV. The molecular weight is 73.1 g mol⁻¹.

Geometry as ORCA input:
```
! RIJCOSX wB97M-V def2-TZVPD def2/J DEFGRID3
* xyz 1 1
C -1.8985 0.2776 -0.5280
C -1.1340 -0.2034 0.3962
C 0.2889 -0.4240 0.2514
N 0.8721 -1.0655 -0.8224
N 0.9305 0.8976 0.3803
H -2.9366 0.6694 -0.4560
H -1.6785 0.4142 -1.5555
H -1.3779 -0.2862 1.4159
H 1.0912 -0.8635 1.6779
H 0.5703 -2.0104 -1.0928
H 1.9408 -1.1877 -0.7388
H 0.1777 1.6650 0.4112
H 1.6313 0.9143 1.1593
H 1.5226 1.2027 -0.4988
*
```

***

Most favorable structure: 1. The second most favorable one is 41.2 kcal/mol above it.

***

1:
Density functional theory data (ωB97M-V with the def2-TZVPD basis set) for C2H7NS as an isolated structure.

For the LUMO energy, the calculation gives 0.358 eV. The value obtained for the orbital gap is 8.260 eV. The molecular weight is 77.2 g mol⁻¹.

Geometry as ORCA input:
```
! RIJCOSX wB97M-V def2-TZVPD def2/J DEFGRID3
* xyz 0 1
S -0.9526 -1.0260 1.3736
H -1.9045 -0.0794 1.4970
C -0.0947 0.6552 -1.8340
C 1.7664 0.9157 -0.3864
N 0.5935 0.5048 -0.5674
H -0.9648 1.2851 -1.6674
H -0.4345 -0.3272 -2.1539
H 0.5549 1.1013 -2.5877
H 2.3318 1.3901 -1.1873
H 2.2392 0.7908 0.5802
H -0.0600 -0.1506 0.3848
*
```

***

2:
Density functional theory data (ωB97M-V with the def2-TZVPD basis set) for one molecule with the formula C2H7NS.

For the LUMO energy, the calculation gives 1.072 eV. The value obtained for the orbital gap is 9.987 eV. The molecular weight is 77.2 g mol⁻¹.

Geometry as ORCA input:
```
! RIJCOSX wB97M-V def2-TZVPD def2/J DEFGRID3
* xyz 0 1
N -0.7901 0.7819 -2.0936
C -0.8094 0.6533 -0.6621
C 0.5268 -0.0496 -0.1754
S 0.5903 -0.7399 1.5521
H -0.2107 1.4468 -2.4746
H -0.8927 -0.1112 -2.6089
H -1.7162 -0.0375 -0.4547
H -0.8666 1.6936 -0.3078
H 0.4629 -0.9843 -0.6469
H 1.3276 0.5059 -0.5988
H -0.3234 0.2293 1.9391
*
```

***

3:
Density functional theory data (ωB97M-V with the def2-TZVPD basis set) for a 2-piece molecular cluster, C2H7NS overall.

For the LUMO energy, the calculation gives 0.649 eV. The value obtained for the orbital gap is 8.409 eV. The molecular weight is 77.2 g mol⁻¹.

Geometry as ORCA input:
```
! RIJCOSX wB97M-V def2-TZVPD def2/J DEFGRID3
* xyz 0 1
C -0.9619 -1.2506 2.3430
C -1.1698 -0.0763 1.6423
N 0.0378 0.5080 1.1825
H -1.5880 -2.1731 2.1505
H 0.0291 -1.2921 2.7107
H -2.1438 0.3694 1.6538
H 0.6794 0.2310 1.9720
H 0.4586 0.7619 0.2916
S 0.7481 0.4289 -2.2787
H 1.7950 0.0330 -1.3225
H 1.3260 -0.3867 -3.1860
*
```

***

Most favorable structure: 2. The second most favorable one is 11.8 kcal/mol above it.